Arrangement w

The following is a DFT calculation (ωB97M-V/def2-TZVPD) of the ion C5H12NO with charge -1.

Each line ends with the natural charge from an NBO analysis.
Element x y z (Å)
C  1.76068  1.24588  -1.01353  -0.652
C  1.20193  1.24188  0.41958  -0.202
N  0.83548  -0.11505  0.92451  -0.726
C  -0.48604  -0.34807  1.42841  -0.213
C  -1.55396  -0.63256  0.31204  -0.444
C  -1.15382  -1.52962  -0.87517  -0.034
O  0.00283  -1.15408  -1.51240  -0.961
H  2.57017  0.49961  -0.98343  0.207
H  1.95599  2.31606  -1.09824  0.185
H  0.99312  0.89225  -1.69145  0.264
H  1.84762  1.66382  1.18674  0.158
H  0.25956  1.82831  0.38272  0.146
H  0.72659  -0.51255  -0.04108  0.430
H  -0.74696  0.54169  2.05586  0.157
H  -0.57045  -1.30475  1.97955  0.170
H  -1.95696  0.21792  -0.26543  0.175
H  -2.55141  -0.94604  0.81684  0.160
H  -2.01494  -1.34067  -1.55652  0.098
H  -1.11943  -2.56403  -0.46899  0.082

E_LUMO (eV): 4.36
HOMO-LUMO gap (hartree): 0.2590
Charge: -1
Structure (SMILES): CCNCCC[O-]

=====

Arrangement x

The following is a DFT calculation (ωB97M-V/def2-TZVPD) of the ion C5H12NO with charge -1.

Each line ends with the natural charge from an NBO analysis.
Element x y z (Å)
C  1.55413  1.96991  2.48609  -0.612
C  1.14688  1.70154  1.01963  -0.397
C  1.01726  0.17939  0.70138  -0.205
N  0.05071  0.01634  -0.36298  -0.647
C  -0.69607  -1.28198  -0.35562  -0.261
C  -1.21800  -1.66982  -1.81845  0.000
O  -2.36780  -1.06573  -2.09496  -0.943
H  0.67576  1.84287  3.12163  0.201
H  1.94832  2.98535  2.59326  0.193
H  2.37289  1.27242  2.69770  0.194
H  1.95192  1.98871  0.34781  0.174
H  0.33393  2.33975  0.65936  0.212
H  2.04192  -0.15082  0.48118  0.145
H  0.76225  -0.37277  1.62378  0.176
H  0.45195  0.08108  -1.28829  0.351
H  -0.02248  -2.06643  0.06965  0.117
H  -1.61175  -1.14941  0.19575  0.188
H  -1.33200  -2.78594  -1.69725  0.060
H  -0.37341  -1.41018  -2.51094  0.053

E_LUMO (eV): 3.55
HOMO-LUMO gap (hartree): 0.2089
Charge: -1
Structure (SMILES): CCCNCC[O-]

=====

Arrangement y

The following is a DFT calculation (ωB97M-V/def2-TZVPD) of the ion C5H12NO with charge -1.

Each line ends with the natural charge from an NBO analysis.
Element x y z (Å)
N  -1.17652  1.26680  2.24329  -0.845
C  -1.40689  -0.01954  1.60150  -0.211
C  -0.97590  -0.08784  0.12869  -0.418
C  0.38017  0.54272  -0.20099  -0.399
C  1.42097  -0.35530  -0.86825  -0.423
C  1.10912  -0.83326  -2.30319  0.002
O  2.02302  -1.67403  -2.78863  -0.956
H  -1.50571  1.24255  3.19921  0.344
H  -0.19344  1.50078  2.26359  0.355
H  -0.87657  -0.85711  2.07710  0.151
H  -2.47705  -0.22703  1.62113  0.177
H  -1.76023  0.27616  -0.53801  0.193
H  -0.84194  -1.13439  -0.16334  0.217
H  0.37827  1.54174  -0.63388  0.196
H  0.83442  0.84087  0.75610  0.160
H  2.31728  0.25888  -0.96883  0.181
H  1.70004  -1.19285  -0.21939  0.176
H  0.06589  -1.21991  -2.31975  0.055
H  0.98508  0.13077  -2.88636  0.045

E_LUMO (eV): 3.50
HOMO-LUMO gap (hartree): 0.2037
Charge: -1
Structure (SMILES): NCCCCC[O-]

=====

Of them, arrangement w has the lowest stability.

=====

Arrangement w

The following is a DFT calculation (ωB97M-V/def2-TZVPD) of the molecule C5H9N3O.

Each line ends with the natural charge from an NBO analysis.
Element x y z (Å)
H  -3.38332  -1.12427  0.37717  0.318
N  -3.14958  -0.33093  -0.23283  -0.709
C  -1.87021  -0.36679  -0.26224  0.660
N  -1.03852  -1.31586  0.25570  -0.470
N  0.25531  -1.50218  0.22156  -0.216
C  0.91452  -0.50125  -0.22446  0.183
C  2.41910  -0.63919  -0.36120  -0.652
C  0.14729  0.80426  -0.54509  0.031
C  -0.00390  1.73706  0.70298  -0.627
O  -1.23175  0.54320  -0.95685  -0.481
H  -1.50344  -2.24702  0.59150  0.393
H  2.99091  -0.15574  0.45196  0.224
H  2.79273  -0.18360  -1.29111  0.222
H  2.56147  -1.73924  -0.31653  0.242
H  0.39816  1.29407  -1.51410  0.223
H  -0.82157  2.34621  0.60796  0.228
H  0.77592  2.39607  0.95463  0.222
H  -0.25311  0.98520  1.54094  0.210

E_LUMO (eV): 0.83
HOMO-LUMO gap (hartree): 0.3491
Charge: 0
Structure (SMILES): [H]/N=C1\NN=C(C)[C@H](C)O1

=====

Arrangement x

The following is a DFT calculation (ωB97M-V/def2-TZVPD) of the molecule C5H9N3O.

Each line ends with the natural charge from an NBO analysis.
Element x y z (Å)
C  0.25501  1.62101  -0.94149  -0.396
C  -1.01016  1.11488  -0.92819  0.051
N  -1.77470  1.02250  -2.08510  -0.809
C  -1.51119  0.43272  0.24269  0.121
N  -0.86079  -0.31010  1.06714  -0.416
C  0.42376  -0.72687  0.99107  0.347
C  0.62245  -2.20352  1.19676  -0.671
N  1.40893  0.09787  0.82562  -0.176
O  2.68104  -0.50516  0.95039  -0.581
H  0.73357  1.94155  -0.03691  0.236
H  0.68776  1.97086  -1.86881  0.189
H  -1.63226  1.76514  -2.75944  0.383
H  -2.74942  0.79160  -1.96014  0.377
H  -2.59001  0.44357  0.38875  0.170
H  1.30864  -2.37525  2.02954  0.237
H  1.07580  -2.63288  0.29905  0.233
H  -0.32456  -2.68092  1.39517  0.229
H  3.25612  0.23302  1.19390  0.476

E_LUMO (eV): 0.48
HOMO-LUMO gap (hartree): 0.3181
Charge: 0
Structure (SMILES): C=C(N)/C=N\C(C)=N\O

=====

Arrangement y

The following is a DFT calculation (ωB97M-V/def2-TZVPD) of the molecule C5H9N3O.

Each line ends with the natural charge from an NBO analysis.
Element x y z (Å)
C  2.07326  -0.26755  2.68432  -0.428
N  1.71434  -1.19573  1.65151  -0.582
C  0.98890  -0.79432  0.68621  0.677
N  0.65922  -1.64394  -0.33626  -0.597
C  -0.10426  -0.99601  -1.30655  -0.203
C  -0.34531  0.23171  -0.79714  0.417
N  -1.13301  1.35496  -1.06563  -0.627
C  -2.36571  1.24106  -1.82526  -0.393
O  0.36360  0.35872  0.42458  -0.469
H  1.74660  -0.74024  3.63127  0.196
H  3.15288  0.09963  2.70698  0.190
H  1.47627  0.67624  2.52088  0.169
H  1.04510  -2.57258  -0.30379  0.425
H  -0.30136  -1.54457  -2.24915  0.236
H  -1.14440  2.11446  -0.41314  0.398
H  -3.19131  1.00662  -1.19606  0.185
H  -2.48521  2.22680  -2.29156  0.204
H  -2.14962  0.44474  -2.52122  0.202

E_LUMO (eV): 0.85
HOMO-LUMO gap (hartree): 0.2892
Charge: 0
Structure (SMILES): C/N=c1/[nH]cc(NC)o1

=====

Arrangement z

The following is a DFT calculation (ωB97M-V/def2-TZVPD) of the molecule C5H9N3O.

Each line ends with the natural charge from an NBO analysis.
Element x y z (Å)
C  -2.46765  -0.81487  -0.45018  -0.420
N  -1.15704  -1.18729  -0.00416  -0.634
C  -0.04798  -0.45292  -0.43775  0.406
C  0.39763  0.13480  -1.54661  -0.452
C  1.80172  0.69015  -1.35609  0.641
O  2.42411  1.34202  -2.15660  -0.625
N  2.17401  0.35466  -0.13587  -0.475
N  1.33001  -0.35305  0.66919  -0.250
C  0.75825  0.53131  1.80563  -0.447
H  -2.48446  -0.42180  -1.47494  0.227
H  -3.22287  -1.58682  -0.02795  0.224
H  -2.85083  0.14519  0.04883  0.172
H  -1.03380  -1.32194  1.04142  0.393
H  -0.17937  0.26762  -2.36258  0.227
H  3.01558  0.82820  0.19779  0.410
H  0.03400  1.28293  1.34325  0.207
H  0.00767  -0.11150  2.35279  0.184
H  1.50100  0.67331  2.49384  0.213

E_LUMO (eV): 0.58
HOMO-LUMO gap (hartree): 0.3387
Charge: 0
Structure (SMILES): CNc1cc(=O)[nH]n1C

=====

Of them, arrangement z has the lowest stability.

=====

Arrangement w

The following is a DFT calculation (ωB97M-V/def2-TZVPD) of the molecule C4H11N3.

Each line ends with the natural charge from an NBO analysis.
Element x y z (Å)
N  1.36143  2.26558  -1.16353  -0.847
C  1.40668  0.91027  -0.82289  -0.076
C  0.59568  0.38720  0.11052  0.082
N  -0.27809  1.26958  0.83515  -0.863
C  0.46866  -1.06903  0.37186  -0.436
C  -0.85199  -1.76133  -0.01894  -0.204
N  -2.01015  -1.13795  0.63093  -0.886
H  1.95402  2.53312  -1.92936  0.385
H  0.42290  2.61802  -1.11491  0.383
H  2.12848  0.24941  -1.27101  0.191
H  0.21663  2.13375  1.07465  0.376
H  -0.60771  0.81538  1.67184  0.376
H  1.25368  -1.60477  -0.16965  0.218
H  0.63600  -1.33432  1.42517  0.200
H  -1.00228  -1.72945  -1.09831  0.168
H  -0.78658  -2.74629  0.43970  0.190
H  -2.06442  -0.13364  0.57827  0.378
H  -2.84294  -1.66555  0.45051  0.365

E_LUMO (eV): 1.08
HOMO-LUMO gap (hartree): 0.3054
Charge: 0
Structure (SMILES): N/C=C(\N)CCN

=====

Arrangement x

The following is a DFT calculation (ωB97M-V/def2-TZVPD) of a structure of composition C4H11N3.

Each line ends with the natural charge from an NBO analysis.
Element x y z (Å)
C  -1.25823  -0.04404  0.38178  -0.075
C  1.88279  1.63848  -0.20167  -0.434
C  0.73800  -1.12227  -1.01622  -0.707
C  0.07502  -0.01827  -0.27196  0.358
N  -1.19762  -0.56845  1.74385  -0.860
N  -2.25104  -0.74849  -0.40867  -0.875
N  0.49715  1.20361  -0.10819  -0.515
H  -0.67515  1.38758  0.45685  0.345
H  -0.57045  -1.35609  1.87601  0.340
H  -1.02130  0.13088  2.44821  0.370
H  -2.74973  -1.41745  0.16648  0.365
H  -2.92920  -0.10939  -0.80381  0.366
H  2.46463  1.03817  -0.90603  0.194
H  1.91629  2.67219  -0.54599  0.208
H  2.37677  1.57746  0.77274  0.205
H  -0.02952  -1.73841  -1.48382  0.261
H  1.43295  -0.77543  -1.78425  0.221
H  1.29864  -1.75008  -0.31532  0.234

E_LUMO (eV): 0.86
HOMO-LUMO gap (hartree): 0.2964
Charge: 0

=====

Of them, arrangement x has the lowest stability.

=====

Arrangement w

The following is a DFT calculation (ωB97M-V/def2-TZVPD) of a structure of composition C4H11N3.

Each line ends with the natural charge from an NBO analysis.
Element x y z (Å)
C  0.96258  -0.28201  0.52947  -0.301
C  -1.23989  -1.64155  -0.88220  -0.110
C  0.85464  2.09456  -0.38976  -0.699
N  1.08891  -0.89959  -0.78317  -0.844
C  0.18286  1.01227  0.40848  0.353
N  -1.69678  -1.80530  0.33931  -0.708
N  -0.97441  1.08387  0.93249  -0.687
H  1.77586  -1.65106  -0.70922  0.344
H  -2.09754  -1.03742  0.87680  0.412
H  -1.44359  -2.62833  0.86657  0.384
H  -1.40810  1.99447  0.77113  0.332
H  1.95884  -0.04879  0.93081  0.199
H  0.45458  -0.90480  1.28651  0.168
H  -1.57640  -0.69285  -1.30831  0.157
H  0.03574  -1.65646  -1.09757  0.308
H  1.17814  1.67588  -1.34377  0.256
H  1.74955  2.44112  0.13348  0.227
H  0.19499  2.94596  -0.56105  0.209

E_LUMO (eV): 0.97
HOMO-LUMO gap (hartree): 0.3213
Charge: 0

=====

Arrangement x

The following is a DFT calculation (ωB97M-V/def2-TZVPD) of a structure of composition C4H11N3.

Each line ends with the natural charge from an NBO analysis.
Element x y z (Å)
C  2.20789  0.50263  0.43791  -0.271
C  0.66512  -0.27395  -0.52884  0.057
C  3.41966  0.45218  -0.38422  -0.714
C  -2.68633  -1.01449  -0.15679  -0.402
N  -2.17704  1.19283  0.34670  -0.689
N  -0.45153  -0.33722  0.19909  -0.437
N  -1.71570  -0.00372  -0.32889  -0.120
H  2.29050  -0.02264  1.31034  0.121
H  0.45503  -0.09579  -1.53765  0.160
H  4.20398  0.37968  0.30475  0.218
H  3.54799  -0.43882  -0.89664  0.215
H  3.36729  1.27390  -1.14631  0.203
H  -3.51531  -0.86469  -0.66880  0.210
H  -2.38647  -2.04042  -0.32154  0.215
H  -2.91057  -1.18547  0.99751  0.139
H  -2.44085  1.20992  1.25813  0.349
H  -1.59192  1.92366  0.00996  0.373
H  -0.28175  -0.65760  1.10529  0.373

E_LUMO (alpha / beta) (eV): 0.59 / 0.75
HOMO-LUMO gap (alpha / beta) (hartree): 0.2651 / 0.2886
Charge: 0

=====

Of them, arrangement x has the lowest stability.